Entry 1:
Computed, not measured: C3H4N2O in the gas phase, with ωB97M-V with the def2-TZVPD basis set.

Values from the calculation:
Total charge   0
Spin multiplicity   1
SMILES   [H]/N=C/OCC#N
Lowest unoccupied orbital energy   0.777 eV
Electronic energy   -8202.3483 eV

Each line ends with the natural charge from an NBO analysis.
Geometry (Å):
H -0.66668 -2.49557 1.15203  0.3628
N -0.20974 -1.77512 0.59914  -0.7142
C -0.28524 -0.65789 1.17425  0.4153
O 0.22720 0.48880 0.68175  -0.4909
C 0.62880 0.54723 -0.67770  -0.1836
C -0.23928 1.52867 -1.36021  0.2509
N -0.92342 2.32728 -1.84223  -0.2932
H -0.75504 -0.42566 2.13018  0.1634
H 0.55879 -0.43899 -1.14157  0.2580
H 1.66462 0.90126 -0.71564  0.2314

Entry 2:
Computed, not measured: a molecular structure, C46H48BF3N7OTl, with ωB97M-V with the def2-TZVPD basis set.

Values from the calculation:
Total charge   0
Spin multiplicity   1
Lowest unoccupied orbital energy   0.125 eV
Electronic energy   -74485.1528 eV

Each line ends with the Löwdin charge.
Geometry (Å):
Tl 0.45467 0.11532 -0.21564  0.8635
C 0.83846 -1.90763 -3.38548  -0.1066
C 2.03992 -1.21413 -3.43281  -0.1090
C 3.05040 -1.52333 -2.53309  -0.1086
C 2.85430 -2.51346 -1.58043  -0.1006
C 1.63652 -3.17991 -1.50472  -0.0931
C 0.63379 -2.88331 -2.41598  -0.1074
H 0.07553 -1.71077 -4.12757  0.0788
H 2.20325 -0.46004 -4.19405  0.1029
H 4.00420 -1.01156 -2.59182  0.1056
H 3.65722 -2.77799 -0.90958  0.1072
H 1.48677 -3.95091 -0.75902  0.1120
H -0.29168 -3.44631 -2.39375  0.1007
C -2.75300 -0.18811 5.27351  -0.0169
C -2.27318 0.67253 4.14977  -0.2754
C -2.18640 2.04643 4.11448  0.0139
C -1.66895 2.34978 2.83876  -0.2602
N -1.42833 1.22927 2.16504  0.1083
N -1.82620 0.20954 2.96120  0.0222
B -2.07299 -1.23770 2.46431  -0.5481
N -2.70662 -1.16856 1.04780  0.0353
N -2.14839 -0.93212 -0.19129  0.0556
C -3.18788 -0.85207 -1.03239  -0.2679
C -4.40200 -0.99613 -0.35265  0.0173
C -4.05604 -1.20469 0.95440  -0.2697
C -4.98238 -1.37416 2.11472  -0.0227
C -3.13655 -0.71383 -2.49957  -0.1699
C -3.99457 0.18674 -3.13269  -0.0391
C -4.09722 0.20804 -4.51601  -0.0853
C -3.34728 -0.67233 -5.28494  -0.0932
C -2.48403 -1.56210 -4.66336  -0.0916
C -2.37728 -1.57952 -3.28055  -0.0412
N -0.87641 -2.19342 2.69273  0.0153
N 0.43012 -1.85746 2.68582  0.1161
C 1.09074 -2.89420 3.20680  -0.2596
C 0.19432 -3.92983 3.52308  0.0113
C -1.04549 -3.43690 3.20357  -0.2824
C -2.36700 -4.10649 3.40120  -0.0258
C 2.52650 -2.89005 3.50990  -0.1669
C 3.25670 -1.70546 3.54041  -0.0335
C 4.59551 -1.70748 3.89723  -0.0902
C 5.23035 -2.89463 4.23588  -0.1031
C 4.51824 -4.08414 4.18750  -0.0909
C 3.18016 -4.08150 3.82533  -0.0395
C -1.44795 3.73667 2.38336  -0.1685
C -0.28946 4.13092 1.71873  -0.0389
C -0.02763 5.47848 1.51422  -0.0844
C -0.92664 6.44605 1.93542  -0.0982
C -2.11818 6.05690 2.53373  -0.0861
C -2.37304 4.71426 2.76103  -0.0399
H -2.85808 0.42366 6.16742  0.0796
H -2.05061 -0.99853 5.47404  0.0866
H -3.72636 -0.62963 5.04794  0.0739
H -2.42965 2.73543 4.90706  0.1095
H -2.93379 -1.69232 3.15042  0.0804
H -5.38908 -1.00753 -0.78577  0.1156
H -6.00842 -1.39447 1.75328  0.0816
H -4.87733 -0.54274 2.81475  0.0833
H -4.78689 -2.29738 2.66162  0.0711
H -4.59134 0.85976 -2.52891  0.1176
H -4.77738 0.90211 -4.99615  0.1044
H -3.44928 -0.67258 -6.36399  0.1011
H -1.91653 -2.26459 -5.26421  0.1051
H -1.73874 -2.29307 -2.78000  0.0768
H 0.40452 -4.88677 3.97081  0.1027
H -2.19734 -5.12106 3.75628  0.0789
H -2.94180 -4.14288 2.47461  0.0841
H -2.96695 -3.57630 4.14312  0.0751
H 2.75467 -0.78911 3.26944  0.0948
H 5.15857 -0.78194 3.91228  0.0960
H 6.27096 -2.89323 4.53379  0.0969
H 5.00830 -5.01758 4.43462  0.0996
H 2.64618 -5.02165 3.77443  0.1023
H 0.41561 3.37796 1.39588  0.0881
H 0.89891 5.78335 1.04108  0.0989
H -0.69533 7.49663 1.81046  0.0988
H -2.84366 6.80369 2.83205  0.1010
H -3.29684 4.41374 3.23848  0.1113
C 1.94089 4.03496 -2.10740  -0.0552
C 2.75660 2.83308 -1.67193  -0.2772
O 2.48514 2.52323 -0.31428  -0.2865
C 3.61623 2.25997 0.48901  -0.2842
C 3.15060 2.20276 1.93005  -0.0646
H 2.08170 4.21793 -3.17456  0.0820
H 2.24921 4.92616 -1.55969  0.0789
H 0.88120 3.86078 -1.92226  0.0496
H 3.82273 3.04358 -1.80311  0.1185
H 2.50287 1.96266 -2.28988  0.1019
H 4.35167 3.06383 0.36848  0.1220
H 4.08844 1.31779 0.17812  0.1223
H 2.92244 3.20213 2.29985  0.0795
H 3.92529 1.76401 2.55478  0.0740
H 2.24936 1.59190 2.01160  0.0492
F -2.89335 4.59866 -5.77556  0.1389
C -2.88813 4.79440 -4.44624  -0.5779
F -4.17215 4.81597 -4.03571  0.1438
F -2.38308 6.02328 -4.22210  0.1474
C -2.10563 3.73876 -3.71967  -0.1082
C -1.38623 2.78077 -4.41144  0.0210
C -0.70795 1.82142 -3.67311  -0.1164
N -0.71954 1.79012 -2.34792  0.0220
C -1.42058 2.71556 -1.69299  -0.1370
C -2.12333 3.72014 -2.33448  0.0266
H -1.36662 2.76961 -5.49165  0.1235
H -0.13732 1.04369 -4.16908  0.1091
H -1.41531 2.64550 -0.60757  0.0963
H -2.67557 4.46479 -1.77598  0.1340

Q: What is the formula in the first record?
A: C3H4N2O

Q: Which value of electronic energy does entry 1 give?
A: -8202.3483 eV